Run w
# C2H5N3O

An isolated molecule of C2H5N3O (wB97M-V/def2-TZVPD, OMol25).

```
11
C2H5N3O (wB97M-V/def2-TZVPD)
N -1.15339 -0.61611 -1.35025
N -0.05691 -1.24386 -1.11349
C 0.63728 -0.94702 -0.05729
N 0.28835 0.06710 0.84872
C 0.44521 1.56124 0.61613
O 0.52399 2.34486 1.62486
H -1.84845 -1.08669 -1.77291
H -1.50465 -0.24623 -0.40301
H 1.54100 -1.57764 0.28187
H 0.81076 -0.16183 1.77829
H 0.31681 1.90619 -0.45292
```

## Properties
E_HOMO: -0.3199 Ha
LUMO: 0.02523 hartree

Löwdin atomic charge list, values in e, 8 entries: atom 1 (N): 0.00, atom 2 (N): -0.08, atom 3 (C): -0.27, atom 4 (N): -0.01, atom 5 (C): -0.19, atom 6 (O): -0.03, atom 7 (H): 0.04, atom 8 (H): 0.12

***

Run x
# C2H5N3O

A cluster of 3 separate species, C2H5N3O in total (wB97M-V/def2-TZVPD, OMol25).

```
11
C2H5N3O (wB97M-V/def2-TZVPD)
C 0.18723 0.99489 0.11172
N -0.91084 1.75408 -1.36131
C 0.22710 -2.41049 0.88374
O -0.33273 -0.09678 -0.16320
N 0.62177 -1.24643 1.05039
N 0.85511 1.66923 0.86372
H -0.52202 1.59265 -2.28926
H -1.84615 1.34992 -1.35509
H 1.59618 2.30200 0.61789
H -0.54272 -2.69579 0.15564
H 0.66708 -3.21328 1.48574
```

## Properties
E_HOMO (spin up / spin down): -0.3559 / -0.2934 Ha
LUMO (spin up / spin down): 0.01697 / -0.02875 hartree

Löwdin atomic charge list, values in e, 8 entries: atom 1 (C): -0.49, atom 2 (N): 0.08, atom 3 (C): -0.12, atom 4 (O): -0.01, atom 5 (N): 0.10, atom 6 (N): 0.19, atom 7 (H): 0.01, atom 8 (H): 0.01

***

Here is how they stack up, most stable first: run w, run x.

***

Run w
# C3H8N2O2

A structure of composition C3H8N2O2 (wB97M-V/def2-TZVPD, OMol25).

```
15
C3H8N2O2 (wB97M-V/def2-TZVPD)
C 1.83688 -1.04844 -0.34433
C -1.41556 0.77085 -1.07560
N 1.16130 0.22979 -0.21031
C -0.73052 0.21293 0.09322
O 1.80244 1.02576 0.70834
O -2.53982 -0.19916 1.24703
N -0.61266 -0.37951 1.13436
H 1.78482 0.58405 1.57966
H -2.54949 0.21509 2.12334
H 1.31814 -1.63422 -1.10224
H 1.87620 -1.61979 0.59143
H 2.86311 -0.87250 -0.68806
H -1.89702 1.70526 -0.78300
H -0.70337 0.93356 -1.88349
H -2.19445 0.07633 -1.39035
```

## Properties
E_HOMO (spin up / spin down): -0.3211 / -0.3218 Ha
LUMO (spin up / spin down): -0.00825 / -0.00041 hartree

Löwdin atomic charge list, values in e, 8 entries: atom 1 (C): -0.11, atom 2 (C): -0.03, atom 3 (N): -0.17, atom 4 (C): -0.29, atom 5 (O): -0.07, atom 6 (O): -0.17, atom 7 (N): 0.21, atom 8 (H): 0.10

***

Run x
# C3H8N2O2

A cluster of 2 separate species, C3H8N2O2 in total (wB97M-V/def2-TZVPD, OMol25).

```
15
C3H8N2O2 (wB97M-V/def2-TZVPD)
C 1.22483 0.07495 1.26850
C 0.52567 0.40759 -0.02029
C 0.32582 -0.74691 -0.95632
O 0.07328 1.51005 -0.25306
H 0.45381 -0.16932 1.99977
H 1.87488 -0.78542 1.15933
H 1.77849 0.93234 1.64074
H -0.00267 -0.39570 -1.93369
H -0.46209 -1.37068 -0.52452
H 1.22448 -1.34964 -1.05232
N -2.87188 0.89196 -0.26816
N -3.28826 -0.28700 0.09722
O -2.43573 -1.09183 0.44634
H -3.57868 1.54914 -0.55918
H -1.88558 1.18097 -0.27839
```

## Properties
E_HOMO: -0.3431 Ha
LUMO: 0.03572 hartree

Löwdin atomic charge list, values in e, 8 entries: atom 1 (C): -0.01, atom 2 (C): -0.50, atom 3 (C): -0.03, atom 4 (O): 0.03, atom 5 (H): 0.10, atom 6 (H): 0.08, atom 7 (H): 0.09, atom 8 (H): 0.09

***

Here is how they stack up, most stable first: run x, run w.

***

Run w
# C3H8N2O2

An isolated molecule of C3H8N2O2 (wB97M-V/def2-TZVPD, OMol25).

```
15
C3H8N2O2 (wB97M-V/def2-TZVPD)
N 2.28076 0.95143 -0.07156
C 0.92648 0.81272 -0.18376
O 0.16917 1.72239 0.09615
N 0.55958 -0.43853 -0.72342
C -0.83690 -0.87430 -0.46900
C -1.28802 -0.71524 1.01921
O -1.78217 0.56405 1.26570
H 2.49897 1.50537 0.74192
H 2.81944 0.10660 -0.17458
H 0.70180 -0.02736 -1.68082
H -0.93294 -1.92051 -0.79637
H -1.53306 -0.25743 -1.04098
H -0.46619 -0.98483 1.71182
H -2.10642 -1.42133 1.21668
H -1.12198 1.17301 0.86866
```

## Properties
E_HOMO: -0.3553 Ha
LUMO: 0.02665 hartree

Löwdin atomic charge list, values in e, 8 entries: atom 1 (N): 0.16, atom 2 (C): -0.60, atom 3 (O): 0.07, atom 4 (N): 0.02, atom 5 (C): -0.16, atom 6 (C): -0.27, atom 7 (O): -0.09, atom 8 (H): 0.11

***

Run x
# C3H8N2O2

An isolated molecule of C3H8N2O2 (wB97M-V/def2-TZVPD, OMol25).

```
15
C3H8N2O2 (wB97M-V/def2-TZVPD)
H -0.16164 -2.84581 -0.60455
N 0.01555 -1.92702 -0.05949
C -0.81945 -1.71829 0.85045
N -0.77342 -0.35618 1.27860
O 0.32337 0.27559 0.89269
C 0.03166 1.45539 0.10689
C 0.85557 1.21725 -1.21142
O 0.56461 0.00698 -1.84587
H -1.70390 -2.18080 1.40044
H -0.92274 -0.13397 2.20268
H -1.04298 1.45598 0.02397
H 0.30708 2.35372 0.67026
H 0.75449 2.13451 -1.71530
H 1.84963 1.03612 -0.76771
H 0.72216 -0.77348 -1.22163
```

## Properties
E_HOMO: -0.3386 Ha
LUMO: 0.03209 hartree

Löwdin atomic charge list, values in e, 8 entries: atom 1 (H): 0.12, atom 2 (N): 0.07, atom 3 (C): -0.22, atom 4 (N): -0.06, atom 5 (O): -0.17, atom 6 (C): -0.13, atom 7 (C): -0.24, atom 8 (O): -0.10

***

Here is how they stack up, most stable first: run w, run x.

***

Run w
# C3H8N2O2

An isolated molecule of C3H8N2O2 (wB97M-V/def2-TZVPD, OMol25).

```
15
C3H8N2O2 (wB97M-V/def2-TZVPD)
C 1.75526 -0.25387 -0.31725
N 0.40953 -0.65534 0.05090
O 0.28302 -2.04712 0.13813
C -0.75219 0.10367 0.05858
N -1.93689 -0.59389 -0.11488
C -0.81959 1.43917 0.23228
O 0.21120 2.29658 0.50429
H 2.30562 -1.08593 -0.77119
H 2.30470 0.05546 0.57728
H 1.75266 0.56721 -1.04103
H -0.31788 -2.14692 0.90397
H -2.67108 -0.01874 -0.51849
H -1.74082 -1.40531 -0.69949
H -1.75341 1.99000 0.22430
H 0.96987 1.75502 0.77260
```

## Properties
E_HOMO: -0.2510 Ha
LUMO: 0.02903 hartree

Löwdin atomic charge list, values in e, 8 entries: atom 1 (C): -0.04, atom 2 (N): -0.20, atom 3 (O): -0.01, atom 4 (C): -0.38, atom 5 (N): 0.08, atom 6 (C): -0.18, atom 7 (O): -0.03, atom 8 (H): 0.09

***

Run x
# C3H8N2O2

An isolated molecule of C3H8N2O2 (wB97M-V/def2-TZVPD, OMol25).

```
15
C3H8N2O2 (wB97M-V/def2-TZVPD)
N 1.99887 0.20579 -0.51182
C 0.76853 0.12251 0.28862
C -0.01497 -1.14261 0.55727
N -1.27420 -0.30869 0.30130
O -2.28437 -0.99924 -0.38171
C -0.49938 0.67817 -0.34820
O -0.78433 1.92839 0.09625
H 2.75806 -0.26222 -0.08501
H 2.25205 1.16143 -0.71091
H 0.90188 0.64694 1.26774
H -0.03410 -2.03425 -0.16955
H 0.08235 -1.55629 1.55602
H -2.14821 -0.78304 -1.33802
H -0.56312 0.62397 -1.48575
H -1.15907 1.71915 0.96377
```

## Properties
E_HOMO: -0.3341 Ha
LUMO: 0.03760 hartree

Löwdin atomic charge list, values in e, 8 entries: atom 1 (N): 0.06, atom 2 (C): -0.32, atom 3 (C): -0.07, atom 4 (N): -0.15, atom 5 (O): -0.03, atom 6 (C): -0.44, atom 7 (O): 0.02, atom 8 (H): 0.05

***

Run y
# C3H8N2O2

A cluster of 2 separate species, C3H8N2O2 in total (wB97M-V/def2-TZVPD, OMol25).

```
15
C3H8N2O2 (wB97M-V/def2-TZVPD)
O -1.69419 -1.42089 0.11736
N -1.12145 -0.15087 0.27387
N -1.79513 0.79589 0.25434
O -3.14301 0.69071 -0.06577
H -0.97536 -2.09069 0.29235
H -3.36477 -0.22723 -0.10238
C 1.58651 -1.15518 -0.08441
C 1.20080 0.06644 -0.54113
C 1.33359 1.40700 0.14456
H 1.52124 -2.15022 -0.63062
H 1.82264 -1.16720 0.99788
H 0.78771 0.09386 -1.58747
H 0.31997 1.55413 0.58969
H 1.30494 2.29685 -0.51952
H 2.21650 1.45740 0.86126
```

## Properties
E_HOMO: -0.3314 Ha
LUMO: 0.02077 hartree

Löwdin atomic charge list, values in e, 8 entries: atom 1 (O): -0.02, atom 2 (N): -0.10, atom 3 (N): -0.03, atom 4 (O): 0.02, atom 5 (H): 0.12, atom 6 (H): 0.06, atom 7 (C): -0.08, atom 8 (C): -0.30

***

Here is how they stack up, most stable first: run x, run w, run y.

***

Run w
# C3H8N2O2

An isolated molecule of C3H8N2O2 (wB97M-V/def2-TZVPD, OMol25).

```
15
C3H8N2O2 (wB97M-V/def2-TZVPD)
N -1.49644 1.96558 0.92763
C -1.04160 0.80035 0.34792
O -1.80670 -0.13808 0.15519
N 0.29439 0.80271 0.03406
C 0.96947 -0.18142 -0.81870
C 0.98832 -1.62683 -0.31171
O -0.24276 -2.27679 -0.22270
H -2.38600 1.85651 1.39141
H -0.84650 2.59031 1.37831
H 0.72258 1.71596 0.02685
H 2.01675 0.14386 -0.84043
H 0.59004 -0.14613 -1.84798
H 1.53685 -1.65628 0.64454
H 1.58032 -2.19227 -1.04234
H -0.87872 -1.65748 0.17795
```

## Properties
E_HOMO: -0.3538 Ha
LUMO: 0.02211 hartree

Löwdin atomic charge list, values in e, 8 entries: atom 1 (N): 0.15, atom 2 (C): -0.59, atom 3 (O): 0.04, atom 4 (N): 0.06, atom 5 (C): -0.16, atom 6 (C): -0.28, atom 7 (O): -0.07, atom 8 (H): 0.11

***

Run x
# C3H8N2O2

A structure of composition C3H8N2O2 (wB97M-V/def2-TZVPD, OMol25).

```
15
C3H8N2O2 (wB97M-V/def2-TZVPD)
C 0.35737 0.70027 -0.96820
C 1.34553 -0.69908 0.68053
N 0.69039 0.57094 0.37500
C -1.06362 -0.13917 -1.60125
N -0.90945 0.35450 1.32976
O -1.53385 -0.95305 -0.78604
O -1.34876 0.26066 -2.70008
H -1.44607 -0.33347 0.68716
H -0.69089 0.06245 2.27361
H -1.29928 1.28837 1.31549
H 0.20918 1.73812 -1.25529
H 1.06048 0.17359 -1.61436
H 1.45482 -0.81497 1.75858
H 0.82741 -1.56618 0.25776
H 2.34674 -0.64296 0.24732
```

## Properties
E_HOMO (spin up / spin down): -0.3149 / -0.3149 Ha
LUMO (spin up / spin down): -0.01482 / -0.01478 hartree

Löwdin atomic charge list, values in e, 8 entries: atom 1 (C): -0.15, atom 2 (C): -0.11, atom 3 (N): -0.07, atom 4 (C): -0.63, atom 5 (N): 0.17, atom 6 (O): -0.04, atom 7 (O): 0.05, atom 8 (H): 0.08

***

Run y
# C3H8N2O2

An isolated molecule of C3H8N2O2 (wB97M-V/def2-TZVPD, OMol25).

```
15
C3H8N2O2 (wB97M-V/def2-TZVPD)
N -1.54081 -1.32375 -1.65142
C -0.55619 -1.45797 -0.71125
O -0.47577 -2.41800 0.03042
C 0.43604 -0.29691 -0.58676
N 0.13328 0.32507 0.73220
C 1.13566 1.28789 1.14440
O 0.62272 2.42516 1.78102
H -2.24554 -2.05122 -1.61645
H -1.93901 -0.39988 -1.74525
H 1.42468 -0.76243 -0.66192
H 0.21574 0.46085 -1.33652
H -0.43110 -0.36236 1.20518
H 1.96486 0.73303 1.62256
H 1.57388 1.57492 0.16957
H -0.31844 2.26559 1.62424
```

## Properties
E_HOMO: -0.3375 Ha
LUMO: 0.02864 hartree

Löwdin atomic charge list, values in e, 8 entries: atom 1 (N): 0.15, atom 2 (C): -0.54, atom 3 (O): 0.06, atom 4 (C): -0.14, atom 5 (N): -0.06, atom 6 (C): -0.32, atom 7 (O): -0.03, atom 8 (H): 0.11

***

Here is how they stack up, most stable first: run w, run y, run x.

***

Run w
# C3H8N2O2

An isolated molecule of C3H8N2O2 (wB97M-V/def2-TZVPD, OMol25).

```
15
C3H8N2O2 (wB97M-V/def2-TZVPD)
C 0.22418 -0.90254 -0.71973
C 0.73779 0.01372 0.40282
C -0.54281 0.78606 0.69904
N -1.19616 -0.99479 -0.36654
N 1.84959 0.91020 0.13827
O -1.96905 -0.66869 -1.48534
O -1.04010 0.93595 1.92771
H 0.34894 -0.42532 -1.69819
H 0.67149 -1.90298 -0.75583
H 1.00702 -0.58539 1.28206
H -0.85331 1.56217 0.01560
H -2.87881 -0.87818 -1.22786
H 1.63824 1.50721 -0.65458
H 2.69004 0.38499 -0.07771
H -0.68705 0.25759 2.52028
```

## Properties
E_HOMO (spin up / spin down): -0.2743 / -0.2600 Ha
LUMO (spin up / spin down): 0.03276 / 0.03248 hartree

Löwdin atomic charge list, values in e, 8 entries: atom 1 (C): -0.21, atom 2 (C): -0.38, atom 3 (C): -0.14, atom 4 (N): -0.09, atom 5 (N): 0.04, atom 6 (O): -0.11, atom 7 (O): 0.05, atom 8 (H): 0.11

***

Run x
# C3H8N2O2

An isolated molecule of C3H8N2O2 (wB97M-V/def2-TZVPD, OMol25).

```
15
C3H8N2O2 (wB97M-V/def2-TZVPD)
N -0.38396 0.86888 -2.39644
C 0.40397 0.19078 -1.54547
O 1.60549 0.04274 -1.63112
C -0.29599 -0.42981 -0.34965
N 0.34176 0.05719 0.86913
C -0.11378 -0.59574 2.04238
O -1.33596 -0.05485 2.50246
H -0.00133 1.34697 -3.19370
H -1.33384 1.00528 -2.13652
H -1.37117 -0.33932 -0.30945
H -0.14155 -1.51542 -0.44355
H 1.32772 -0.05847 0.68944
H -0.38957 -1.64538 1.84162
H 0.61043 -0.59718 2.85619
H -1.34514 0.86989 2.22932
```

## Properties
E_HOMO: -0.3503 Ha
LUMO: 0.02885 hartree

Löwdin atomic charge list, values in e, 8 entries: atom 1 (N): 0.18, atom 2 (C): -0.54, atom 3 (O): 0.06, atom 4 (C): -0.15, atom 5 (N): -0.04, atom 6 (C): -0.33, atom 7 (O): -0.06, atom 8 (H): 0.12

***

Run y
# C3H8N2O2

A cluster of 2 separate species, C3H8N2O2 in total (wB97M-V/def2-TZVPD, OMol25).

```
15
C3H8N2O2 (wB97M-V/def2-TZVPD)
C 0.74429 -0.29259 1.13986
N 0.33879 -0.00997 -0.22749
C 0.87497 -0.62395 -1.20615
N 1.48051 -1.84889 -1.20560
H -0.13108 -0.46862 1.76577
H 1.24140 0.57817 1.56024
H 1.37167 -1.17381 1.25016
H 0.89286 -0.11151 -2.16478
H 1.41549 -2.38449 -2.05237
H 1.45211 -2.35243 -0.33700
O -3.16073 2.41552 1.01703
C -2.32786 1.78132 0.43722
O -1.14973 2.27210 0.05734
H -2.47007 0.72603 0.15210
H -0.57265 1.49312 -0.18633
```

## Properties
E_HOMO: -0.3576 Ha
LUMO: 0.01763 hartree

Löwdin atomic charge list, values in e, 8 entries: atom 1 (C): -0.11, atom 2 (N): -0.06, atom 3 (C): -0.27, atom 4 (N): 0.10, atom 5 (H): 0.08, atom 6 (H): 0.09, atom 7 (H): 0.06, atom 8 (H): 0.13

***

Here is how they stack up, most stable first: run x, run y, run w.